(1)
Formula: C39H104N8O11
Source: the Open Molecules 2025 dataset
Level of theory: ωB97M-V/def2-TZVPD

```
162
Properties=species:S:1:pos:R:3:forces:R:3
C 4.309030 3.208379 -2.062127 0.53 -1.80 1.13
C 4.308940 1.746149 -2.769807 2.07 0.53 1.19
C 5.766050 1.317359 -3.109187 0.88 0.70 -0.71
O 4.031950 0.671519 -1.870117 -1.00 0.80 0.03
H 3.411020 3.570239 -1.561397 -0.75 -0.20 -0.98
H 4.833150 4.037989 -2.536627 -0.19 -0.32 -0.55
H 4.850170 3.027499 -1.133387 0.76 -0.13 0.05
H 3.604220 1.756639 -3.601287 0.21 -0.17 -0.27
H 6.397510 0.961069 -2.295297 -0.89 0.33 1.10
H 6.411310 2.120609 -3.464897 -0.31 0.15 -0.80
H 5.880190 0.422049 -3.720317 -0.64 0.31 -0.75
H 3.343870 0.995489 -1.284287 -0.80 -0.24 0.66
C 2.235400 0.561969 3.581023 -0.34 -0.65 -0.58
O 2.915800 1.647099 3.009843 -2.47 -0.60 -0.56
C 4.014690 2.058399 3.691763 0.93 1.21 0.24
C 4.256960 3.510859 3.262843 0.13 1.04 -0.11
N 3.438550 4.610849 3.846593 0.28 -0.69 0.84
C 3.873450 5.112159 5.180913 -0.59 0.54 -1.05
C 2.649810 5.497599 6.024983 1.40 -1.67 0.96
O 2.103600 4.181739 6.407893 -2.79 2.25 -1.92
C 2.656100 3.398529 7.381613 1.46 -0.39 0.01
H 1.845370 0.802379 4.570053 -0.50 0.20 -0.10
H 2.777240 -0.375051 3.709533 1.05 0.13 0.04
H 1.523120 0.255609 2.814923 -0.74 0.33 0.49
H 4.749290 1.319899 3.370693 1.16 0.48 0.63
H 3.841350 2.068939 4.767833 0.14 -0.34 0.35
H 4.105190 3.613129 2.188323 0.01 -0.43 -0.18
H 5.296550 3.800409 3.416243 0.12 -0.09 0.17
H 2.453100 4.404719 3.927153 -0.05 -0.57 -0.37
H 4.523650 5.945789 4.915593 0.23 0.15 0.73
H 4.385110 4.361129 5.782783 0.43 0.02 -0.18
H 1.948780 6.183839 5.549873 -0.56 -0.87 -0.45
H 2.901750 6.050709 6.929803 0.48 -0.16 0.25
H 3.022000 4.014799 8.202853 0.12 -0.31 0.35
H 3.450940 2.828519 6.900563 0.82 -0.04 0.46
H 1.999580 2.590139 7.703453 -0.65 0.55 0.18
C -6.431090 -6.142651 -6.357707 1.03 1.38 -1.51
O -7.205150 -6.260201 -5.225367 1.04 0.48 1.25
C -7.133910 -7.596021 -4.819727 -1.62 -1.78 0.78
C -7.472450 -7.894961 -3.284227 0.29 0.73 -3.00
N -6.569780 -7.240481 -2.429087 1.08 0.22 1.87
C -5.149680 -7.616271 -2.571947 0.20 2.03 0.19
C -4.268090 -7.034291 -1.431987 -1.73 1.89 -1.02
O -4.276030 -5.522211 -1.519937 -0.28 -1.87 0.01
C -3.320850 -5.000101 -0.629507 -0.23 0.13 0.23
H -6.249230 -5.091281 -6.580527 -0.21 0.18 0.18
H -6.847200 -6.553011 -7.277787 -0.60 -0.38 0.02
H -5.436220 -6.583001 -6.291197 0.14 -0.22 0.46
H -6.190550 -8.105081 -5.017257 0.30 0.41 -0.37
H -7.908270 -7.989321 -5.478357 -0.04 -1.40 0.22
H -7.317190 -8.956841 -3.093427 -0.61 -0.26 -0.43
H -8.516020 -7.582601 -3.245637 0.04 -0.08 1.05
H -6.743640 -6.258671 -2.268097 0.36 -0.04 -0.28
H -4.704500 -7.153011 -3.452467 -0.01 -0.23 -0.62
H -5.020980 -8.696561 -2.639097 -0.17 -0.05 0.16
H -3.220370 -7.302591 -1.567647 -0.15 -0.56 0.53
H -4.845550 -7.276521 -0.539827 0.94 -0.22 0.63
H -3.433590 -5.375381 0.387633 0.02 -0.53 0.15
H -3.465140 -3.929241 -0.486207 -0.04 0.14 -0.59
H -2.311580 -5.205841 -0.986077 0.20 0.06 0.03
C -0.542640 3.641919 3.954013 0.29 -0.37 -2.01
C -1.486310 3.445869 5.081343 0.56 -1.76 0.63
C -1.476010 1.954179 5.553543 1.13 1.24 0.35
O -2.260450 1.827799 6.735783 -0.28 -1.03 -1.39
C -3.674980 1.673689 6.550713 0.25 1.00 1.30
N -1.006030 4.262039 6.173393 -0.68 0.44 0.62
H -0.403370 4.649509 3.562263 -0.64 0.35 0.26
H -0.881950 3.040559 3.110603 0.14 -0.06 -0.32
H 0.490240 3.354509 4.150583 -0.01 -0.52 0.52
H -2.532410 3.496009 4.779253 -0.21 1.37 0.00
H -0.442760 1.798069 5.863583 0.16 -0.33 0.25
H -1.648120 1.234859 4.752893 -0.72 -0.10 0.00
H -4.087130 0.989969 5.808573 0.77 -0.48 -0.13
H -4.142720 2.639759 6.360893 0.01 0.23 -0.12
H -3.965250 1.386569 7.561363 -0.52 -0.25 -0.25
H -0.048350 4.531139 5.998643 0.04 0.02 -0.10
H -0.953130 3.685169 7.000763 -0.32 0.17 0.38
C 2.235580 -3.489561 -7.574047 0.65 -0.94 1.00
C 1.398490 -2.318981 -7.039187 1.31 -3.62 2.22
C 1.744330 -2.048461 -5.501687 -2.10 -1.78 -1.75
O 0.738020 -1.184191 -5.001577 0.51 1.04 1.30
C 0.977240 -0.937641 -3.612347 0.60 1.61 0.33
N 1.714190 -1.267871 -7.909677 -0.85 2.22 -0.33
H 1.931500 -4.485021 -7.250487 -0.52 -0.05 0.05
H 3.236930 -3.425071 -7.148327 0.39 0.28 -0.34
H 2.304800 -3.489101 -8.661847 -0.08 0.19 0.12
H 0.384540 -2.710511 -7.121077 -0.47 0.67 0.33
H 2.804300 -1.815151 -5.401097 0.01 0.86 0.22
H 1.522730 -2.937961 -4.911957 0.79 -0.77 -0.39
H 0.319630 -0.196281 -3.158437 -0.84 -0.12 -0.69
H 1.917910 -0.404621 -3.474017 0.59 -0.22 -0.23
H 1.010910 -1.740151 -2.875497 -0.21 -0.91 -0.68
H 0.820250 -1.157491 -8.366617 0.17 0.85 -0.84
H 1.789520 -0.457681 -7.311337 0.07 0.71 -0.26
C 3.307100 -3.647981 -1.404707 -1.83 0.22 -0.80
C 2.266060 -4.767401 -1.814697 0.63 -0.94 0.74
C 0.773900 -4.650431 -1.273897 0.67 0.00 0.62
O 0.904170 -4.453751 0.135253 -0.73 1.04 0.43
C -0.283650 -4.345301 0.984003 1.57 -1.16 -0.49
N 2.327120 -5.191491 -3.248347 -0.85 0.94 0.45
H 4.343780 -3.873611 -1.654697 -0.20 -0.29 -0.17
H 3.268210 -3.325291 -0.364297 -0.21 -0.64 0.13
H 2.992490 -2.747631 -1.932417 0.37 0.21 -0.33
H 2.586740 -5.680991 -1.314087 0.13 0.14 0.79
H 0.270980 -5.611031 -1.385387 0.09 -0.40 -0.49
H 0.086460 -3.929911 -1.717027 0.41 0.54 -0.30
H 0.184450 -4.419081 1.965603 -0.41 0.04 0.14
H -0.916060 -5.217661 0.819273 -0.10 -0.08 0.07
H -0.912710 -3.455491 0.958943 0.39 0.34 -0.64
H 3.248000 -5.112121 -3.655507 0.12 0.13 0.24
H 2.074310 -6.169341 -3.249277 0.03 -0.06 -0.33
C -5.844380 -2.332841 2.703973 0.43 -0.25 0.02
C -5.154170 -1.209491 3.457493 -1.48 -1.31 -0.27
C -3.702410 -1.034211 3.295893 1.90 -0.74 -0.17
O -2.968400 -2.005091 4.021963 0.92 0.34 0.89
C -1.518670 -1.876611 3.929903 -1.27 -1.10 0.05
N -5.708540 0.002669 2.921003 0.24 1.21 0.42
H -5.366760 -3.298691 2.868623 -0.01 -0.02 -0.07
H -5.853470 -2.069191 1.646373 0.02 -0.23 -0.10
H -6.873960 -2.394951 3.056403 -0.07 -0.09 -0.08
H -5.313230 -1.418091 4.515453 -0.22 0.36 0.45
H -3.484290 -0.039891 3.685573 0.44 0.29 -0.14
H -3.390190 -1.125431 2.255553 -0.13 0.45 -0.37
H -1.278730 -2.205611 2.918823 0.59 0.42 -0.07
H -1.093440 -2.585591 4.640273 -0.27 -0.32 -0.12
H -1.052460 -0.941011 4.238803 -0.58 0.55 -0.45
H -5.268360 0.727539 3.469553 -0.40 0.76 -0.21
H -6.710230 0.114329 2.986333 -0.07 -0.29 0.17
C 1.113880 3.437739 0.214373 -1.00 0.94 -0.41
C 0.808100 2.010199 0.476673 0.13 -0.77 1.84
C -0.348010 1.445509 -0.264247 -1.20 0.09 -1.44
O -0.583850 0.132469 0.187053 -0.68 -1.94 0.21
C -1.641770 -0.760001 -0.351137 -0.09 2.29 0.33
N 1.962760 1.217669 0.331583 2.31 -1.32 -1.65
H 0.242740 3.992869 0.562303 0.10 0.47 0.05
H 1.193230 3.633079 -0.855037 0.16 -0.02 -0.13
H 2.003760 3.828709 0.707673 -0.03 -0.31 0.14
H 0.594810 1.846069 1.532923 -1.01 0.80 0.50
H -0.202960 1.471179 -1.344247 0.52 -0.22 -0.36
H -1.189040 2.129779 -0.152267 -0.55 -0.12 0.53
H -1.491120 -1.159231 -1.354147 0.75 -0.12 0.11
H -2.568090 -0.191601 -0.434477 -0.13 0.34 0.00
H -1.899750 -1.523991 0.382253 0.76 -0.04 -0.01
H 1.757830 0.236719 0.457413 -0.18 -0.18 -0.09
H 2.629400 1.457689 1.051363 0.10 0.07 0.02
C 2.307300 7.054129 -4.661777 -0.55 -0.01 -0.34
C 1.917870 7.545419 -3.279577 0.13 -0.73 -1.13
C 2.715100 6.763899 -2.290637 -0.87 0.38 2.16
O 2.263810 7.232799 -0.989847 0.62 0.39 0.79
C 3.001280 6.829989 0.169193 -0.24 -0.63 -0.02
N 2.221830 8.958169 -3.241237 0.50 0.20 0.87
H 1.941930 6.048799 -4.871327 -0.29 0.13 -0.16
H 3.383130 7.003209 -4.829387 0.19 0.24 0.28
H 1.904110 7.816699 -5.328117 -0.05 -0.43 -0.48
H 0.847750 7.433869 -3.104927 -0.03 -0.22 0.00
H 3.755940 7.036799 -2.464637 0.37 -0.48 0.20
H 2.485090 5.698459 -2.296907 0.47 -0.20 -0.44
H 3.946760 7.330129 0.379033 0.39 0.10 -0.89
H 3.127450 5.747319 0.171603 0.42 -0.16 -0.22
H 2.492230 7.003049 1.117363 -0.93 0.34 -0.42
H 2.288190 9.132949 -2.248687 -0.60 0.69 0.56
H 3.211360 8.991299 -3.440857 0.49 0.37 -0.73
```
Positions in Å, forces in eV/Å.

Computed properties:
energy above the lowest of the compared OMol25 structures with the same formula, charge and spin	141.3	kcal per mole
SMILES	COC[C@H](C)N.COC[C@H](C)N.COC[C@H](C)N.COC[C@H](C)N.COC[C@H](C)N.COC[C@H](C)N.COCCNCCOC.COCCNCCOC.CC(C)O

---

(2)
Formula: C3H4N2O
Source: the Open Molecules 2025 dataset
Level of theory: ωB97M-V/def2-TZVPD

```
10
Properties=species:S:1:pos:R:3:forces:R:3
O -1.641899 0.374325 1.551188 -0.23 -0.08 -0.36
C -0.690241 0.166707 0.626997 0.03 0.12 -0.38
N -0.537349 1.006877 -0.371773 0.13 0.19 0.37
N 0.620811 0.608276 -0.977361 0.24 0.10 -0.07
C 1.138497 -0.467970 -0.370364 0.09 0.52 -0.36
C 0.312112 -0.861802 0.670525 0.08 -0.12 -1.08
H -2.120185 1.171828 1.272366 0.02 -0.18 0.13
H 0.736819 0.814196 -1.955290 0.28 0.45 0.15
H 2.053161 -0.966106 -0.669844 -0.31 0.05 -0.47
H 0.128275 -1.846331 0.223556 -0.33 -1.03 2.07
```
Positions in Å, forces in eV/Å.

Computed properties:
energy above the lowest of the compared OMol25 structures with the same formula, charge and spin	61.9	kcal per mole
SMILES	Oc1cc[nH]n1